{
  "formula": "C42H35IrN3O2",
  "method": "ωB97M-V/def2-TZVPD",
  "species": ["Ir", "O", "C", "C", "C", "C", "C", "C", "C", "C", "C", "O", "C", "C", "C", "C", "C", "C", "C", "C", "C", "C", "C", "C", "N", "C", "C", "C", "C", "C", "C", "C", "C", "C", "C", "C", "C", "H", "H", "H", "H", "H", "H", "H", "H", "H", "H", "H", "H", "H", "H", "H", "H", "H", "H", "H", "H", "H", "H", "H", "H", "H", "H", "H", "N", "C", "C", "C", "C", "C", "C", "C", "C", "N", "C", "H", "H", "H", "H", "H", "H", "H", "H"],
  "xyz": [[-0.08903, 0.17990, -0.30816], [-1.67876, -1.02981, -0.54306], [-2.42446, -1.49969, 0.53775], [-2.54674, -0.39261, 1.60408], [-1.29369, -0.08617, 2.38488], [-1.37155, -0.08502, 3.76598], [-0.27458, 0.28915, 4.52128], [0.88205, 0.65413, 3.86430], [0.94482, 0.61238, 2.47768], [2.28649, 0.91192, 1.85196], [2.36281, 1.64038, 0.49957], [1.76362, 0.83342, -0.48420], [3.84317, 1.76595, 0.14043], [4.52378, 0.63053, -0.29429], [5.87294, 0.68914, -0.59790], [6.56444, 1.88690, -0.46958], [5.89469, 3.01933, -0.03974], [4.54048, 2.95943, 0.26299], [1.67359, 3.00081, 0.50227], [1.29088, 3.67147, 1.65661], [0.68207, 4.92217, 1.58564], [0.45247, 5.51567, 0.35606], [0.83878, 4.85524, -0.80530], [1.44235, 3.61410, -0.72979], [-0.13512, 0.23992, 1.75221], [-1.75688, -2.70127, 1.20928], [-2.45534, -3.43795, 2.16421], [-1.83753, -4.46024, 2.86361], [-0.50599, -4.77067, 2.61514], [0.19068, -4.05881, 1.65323], [-0.43445, -3.03174, 0.95720], [-3.79332, -1.87354, -0.03551], [-3.90639, -3.06370, -0.75007], [-5.09351, -3.40936, -1.37285], [-6.19365, -2.56741, -1.29126], [-6.09242, -1.37904, -0.58807], [-4.89772, -1.03272, 0.03062], [-3.30760, -0.67762, 2.33100], [-2.88793, 0.51929, 1.10833], [-2.29835, -0.37977, 4.23484], [-0.32376, 0.29826, 5.60096], [1.76090, 0.96054, 4.41280], [2.81710, -0.03647, 1.71720], [2.85956, 1.47008, 2.59456], [3.98465, -0.30023, -0.41231], [6.38733, -0.19997, -0.93724], [7.61920, 1.93401, -0.70356], [6.42304, 3.95805, 0.05702], [4.03360, 3.85589, 0.59713], [1.46872, 3.23866, 2.63218], [0.40214, 5.43430, 2.49688], [-0.01010, 6.49202, 0.30078], [0.67542, 5.31736, -1.77065], [1.76019, 3.10658, -1.63225], [-3.49981, -3.21591, 2.35209], [-2.39722, -5.02381, 3.59791], [-0.02094, -5.56745, 3.16187], [1.22115, -4.30644, 1.43520], [0.11676, -2.50220, 0.18360], [-3.05277, -3.72711, -0.81376], [-5.16267, -4.34032, -1.91927], [-7.12475, -2.83974, -1.76926], [-6.94464, -0.71636, -0.51737], [-4.85158, -0.09624, 0.57087], [-0.11022, 0.05232, -2.37220], [-0.92696, 1.10590, -2.91900], [-1.15672, 1.28463, -4.25275], [-1.98509, 2.33891, -4.69108], [-2.56562, 3.18248, -3.78351], [-2.33195, 3.00970, -2.39798], [-2.88566, 3.84774, -1.40018], [-2.57968, 3.63928, -0.08445], [-1.72840, 2.57734, 0.25931], [-1.22409, 1.76288, -0.64510], [-1.50260, 1.96281, -1.97626], [0.83903, 0.09545, -2.74589], [-0.51715, -0.85425, -2.61305], [-0.70458, 0.61628, -4.97418], [-2.15714, 2.47101, -5.74931], [-3.20520, 3.99082, -4.10998], [-3.54621, 4.65265, -1.69443], [-2.97020, 4.27267, 0.69669], [-1.44216, 2.40118, 1.28589]],
  "forces_ev_per_angstrom": [[0.011, 0.222, 0.096], [-0.107, 0.091, -0.134], [0.042, 0.047, -0.091], [0.060, -0.068, 0.029], [-0.018, 0.005, 0.008], [0.091, -0.007, 0.019], [0.011, -0.008, -0.091], [-0.083, -0.064, 0.027], [0.010, -0.096, -0.011], [0.013, 0.104, 0.012], [-0.149, -0.189, -0.004], [0.080, -0.026, -0.095], [0.042, 0.037, 0.027], [-0.035, 0.005, -0.024], [0.024, 0.019, 0.000], [0.009, -0.021, 0.004], [0.025, 0.014, -0.012], [0.002, 0.046, 0.080], [-0.006, 0.049, 0.025], [-0.016, -0.034, -0.004], [-0.020, 0.016, -0.035], [-0.014, 0.007, 0.059], [-0.061, 0.014, -0.027], [0.034, -0.060, -0.013], [-0.121, 0.281, 0.178], [-0.040, -0.010, 0.112], [-0.003, 0.048, 0.024], [0.034, -0.031, 0.002], [-0.020, 0.009, 0.006], [0.038, -0.025, 0.014], [0.041, 0.043, -0.071], [0.006, -0.032, 0.014], [0.038, 0.006, 0.021], [0.015, -0.003, -0.011], [-0.036, 0.003, -0.005], [0.007, 0.005, -0.015], [0.018, -0.019, 0.055], [-0.018, 0.052, -0.032], [-0.040, -0.047, 0.002], [-0.019, 0.014, 0.022], [-0.003, 0.006, 0.035], [0.013, -0.004, 0.022], [-0.054, -0.005, -0.020], [0.051, -0.051, -0.034], [-0.013, -0.015, 0.004], [0.011, -0.016, -0.006], [0.015, 0.003, -0.014], [0.014, 0.019, 0.011], [-0.007, 0.000, -0.006], [0.032, -0.009, 0.021], [-0.007, 0.006, 0.017], [-0.008, 0.020, -0.004], [0.015, 0.014, -0.016], [0.004, -0.017, -0.002], [-0.014, 0.011, -0.001], [-0.007, -0.010, 0.019], [0.005, -0.027, -0.002], [0.023, -0.003, 0.003], [-0.044, -0.034, 0.011], [0.006, -0.010, 0.005], [-0.001, -0.021, -0.009], [-0.016, -0.003, -0.010], [-0.017, 0.011, 0.007], [0.001, 0.019, 0.012], [0.382, -0.410, -0.223], [-0.095, 0.099, -0.217], [0.015, 0.009, 0.072], [-0.033, 0.053, 0.152], [0.084, -0.134, -0.015], [-0.135, 0.235, 0.101], [-0.013, 0.011, 0.062], [0.051, -0.056, -0.289], [0.125, 0.008, -0.045], [-0.018, -0.402, -0.019], [-0.148, 0.200, 0.088], [-0.022, 0.036, 0.042], [-0.024, 0.024, 0.085], [0.010, -0.019, -0.013], [-0.012, 0.005, -0.017], [-0.017, 0.024, -0.003], [0.003, 0.035, -0.002], [0.002, 0.012, 0.037], [0.001, -0.010, 0.001]],
  "relative_energy_kj_mol": 11.0,
  "multiplicity": 1,
  "total_charge": 1,
  "homo_energy_ev": -10.5
}